Here is C3H5NO2 in the gas phase from the Open Molecules 2025 dataset. Energies are from ωB97M-V/def2-TZVPD.

For the calculated total energy, the calculation gives -322.54446 a.u. The total charge is 0. As for the energy relative to the best compared isomer or geometry (same formula, charge and spin): 18.7 kcal per mole. The value obtained for the maximum force is 0.014 Eh/bohr.

XYZ file:
```
11
Properties=species:S:1:pos:R:3:forces:R:3:lowdin_charge:R:1
C -1.42541 -0.46075 0.90212 0.0 0.0 0.0 -0.0174
C -0.42327 0.23911 0.03884 -0.1 0.3 -0.1 -0.4311
N -0.59437 1.33929 -0.53775 0.1 -0.4 0.2 0.1892
O 0.75886 -0.55356 -0.01210 0.0 0.1 -0.1 0.0344
C 1.83926 -0.16437 -0.71442 0.2 0.4 -0.3 -0.2988
O 1.97321 0.84982 -1.35173 0.0 -0.6 0.4 0.0722
H -1.01819 -0.58136 1.91045 -0.1 0.0 -0.1 0.0874
H -1.63067 -1.45744 0.50171 0.0 0.1 0.1 0.0865
H -2.35233 0.11437 0.94468 0.2 0.0 -0.1 0.0865
H 0.24583 1.60017 -1.05271 -0.2 0.1 0.0 0.0446
H 2.62710 -0.92527 -0.62909 -0.1 0.0 0.1 0.1465
```
Forces are in eV/Å.